*one*
# C4H7P

One molecule with the formula C4H7P (ωB97M-V/def2-TZVPD, the Open Molecules 2025 dataset).

```
! RIJCOSX wB97M-V def2-TZVPD def2/J DEFGRID3
* xyz 0 1
C -1.38 1.88 1.12
C -1.13 1.43 -0.08
P 0.49 0.52 -0.57
C 1.29 -1.36 -0.66
C 0.93 -2.31 0.18
H -1.87 2.81 1.27
H -1.11 1.20 1.97
H -1.29 2.06 -0.85
H 0.41 0.68 -1.94
H 2.21 -1.37 -1.39
H -0.04 -2.38 0.68
H 1.48 -3.16 0.26
*
```

M = 86.07 g mol⁻¹
HOMO-LUMO gap = 8.7 eV
SMILES string = C=CPC=C

What are the Löwdin partial charges on each atom? They are as follows, in elementary charge units: atom 1 (C): -0.10, atom 2 (C): -0.41, atom 3 (P): 0.89, atom 4 (C): -0.36, atom 5 (C): -0.13, atom 6 (H): 0.04, atom 7 (H): 0.07, atom 8 (H): -0.02, atom 9 (H): -0.12, atom 10 (H): 0.08, atom 11 (H): 0.05, atom 12 (H): 0.01


*two*
# C4H7P

One molecule with the formula C4H7P (ωB97M-V/def2-TZVPD, the Open Molecules 2025 dataset).

```
! RIJCOSX wB97M-V def2-TZVPD def2/J DEFGRID3
* xyz 0 1
C -1.10 0.62 -0.04
C -1.06 -0.68 -0.14
C 0.14 1.35 0.23
C 0.86 -1.35 0.21
P 1.68 0.23 -0.04
H -2.01 1.09 -0.04
H -1.78 -1.53 -0.18
H 0.22 2.21 -0.31
H 0.25 1.60 1.23
H 0.81 -1.61 1.18
H 1.08 -2.18 -0.57
H 1.46 0.26 -1.37
*
```

M = 86.07 g mol⁻¹
HOMO-LUMO gap = 9.8 eV

What are the Löwdin partial charges on each atom? They are as follows, in elementary charge units: atom 1 (C): -0.25, atom 2 (C): 0.00, atom 3 (C): -0.39, atom 4 (C): -0.33, atom 5 (P): 0.83, atom 6 (H): 0.07, atom 7 (H): 0.07, atom 8 (H): 0.03, atom 9 (H): 0.04, atom 10 (H): -0.04, atom 11 (H): 0.07, atom 12 (H): -0.09


*two* (0.0320 hartree below the next structure)


*one*
# C6H10O2

One molecule with the formula C6H10O2 (ωB97M-V/def2-TZVPD, the Open Molecules 2025 dataset).

```
! RIJCOSX wB97M-V def2-TZVPD def2/J DEFGRID3
* xyz 0 1
C 1.08 -1.84 1.59
C 0.80 -0.58 1.20
C -0.58 -0.11 0.76
O -0.77 1.21 1.25
C -0.66 -0.12 -0.74
C -1.61 -0.70 -1.48
O 0.58 0.26 -1.38
C 0.98 1.62 -1.21
H 0.38 -2.65 1.43
H 2.03 -2.07 2.06
H 1.53 0.20 1.41
H -1.34 -0.77 1.19
H -1.69 1.46 1.06
H -2.50 -1.12 -1.02
H -1.54 -0.71 -2.56
H 1.58 1.73 -0.31
H 0.14 2.32 -1.18
H 1.60 1.89 -2.08
*
```

M = 114.14 g mol⁻¹
HOMO-LUMO gap = 10.3 eV
SMILES string = C=C[C@@H](O)C(=C)OC

What are the Löwdin partial charges on each atom? They are as follows, in elementary charge units: atom 1 (C): 0.03, atom 2 (C): -0.11, atom 3 (C): -0.35, atom 4 (O): -0.03, atom 5 (C): -0.29, atom 6 (C): 0.10, atom 7 (O): -0.13, atom 8 (C): -0.09, atom 9 (H): 0.06, atom 10 (H): 0.05, atom 11 (H): 0.11, atom 12 (H): 0.15, atom 13 (H): 0.11, atom 14 (H): 0.07, atom 15 (H): 0.07, atom 16 (H): 0.08, atom 17 (H): 0.09, atom 18 (H): 0.09


*two*
# C6H10O2

One molecule with the formula C6H10O2 (ωB97M-V/def2-TZVPD, the Open Molecules 2025 dataset).

```
! RIJCOSX wB97M-V def2-TZVPD def2/J DEFGRID3
* xyz 0 1
C 2.15 -2.23 0.05
C 1.21 -1.59 0.72
C -0.25 -0.96 -0.06
C 0.02 0.43 -0.07
C 0.97 1.32 0.04
C -1.66 0.98 -0.58
O -1.50 2.28 -1.07
O -2.55 0.86 0.50
H 2.96 -2.77 0.53
H 2.13 -2.29 -1.03
H 1.23 -1.50 1.80
H -1.08 -1.24 0.58
H -0.26 -1.42 -1.04
H 0.76 2.36 -0.14
H 1.97 1.03 0.35
H -2.10 0.38 -1.38
H -1.78 2.96 -0.45
H -2.20 1.37 1.24
*
```

M = 114.14 g mol⁻¹
HOMO-LUMO gap = 9.4 eV
SMILES string = C=CCC(=C)C(O)O

What are the Löwdin partial charges on each atom? They are as follows, in elementary charge units: atom 1 (C): -0.04, atom 2 (C): -0.12, atom 3 (C): -0.13, atom 4 (C): -0.24, atom 5 (C): 0.05, atom 6 (C): -0.36, atom 7 (O): -0.02, atom 8 (O): -0.01, atom 9 (H): 0.05, atom 10 (H): 0.05, atom 11 (H): 0.08, atom 12 (H): 0.11, atom 13 (H): 0.11, atom 14 (H): 0.06, atom 15 (H): 0.06, atom 16 (H): 0.14, atom 17 (H): 0.10, atom 18 (H): 0.10


*one* (0.0451 hartree below the next structure)


*one*
# C6H10O2

One molecule with the formula C6H10O2 (ωB97M-V/def2-TZVPD, the Open Molecules 2025 dataset).

```
! RIJCOSX wB97M-V def2-TZVPD def2/J DEFGRID3
* xyz 0 1
C -1.62 1.25 0.48
C -0.76 0.05 -0.02
C -1.66 -1.11 -0.42
C 0.60 -0.27 0.80
O 2.03 -0.81 0.84
C 2.74 0.17 -0.04
O 1.74 0.81 -0.91
C 0.54 0.07 -0.70
H -2.42 1.08 1.29
H -1.05 2.11 0.55
H -2.29 1.37 -0.47
H -1.18 -1.84 -0.93
H -2.10 -1.99 0.41
H -2.61 -0.92 -1.02
H 0.61 0.56 1.62
H 3.32 -0.47 -0.77
H 3.26 0.78 0.61
H 0.85 -0.85 -1.33
*
```

M = 114.14 g mol⁻¹
HOMO-LUMO gap = 9.1 eV
SMILES string = CC1(C)[C@H]2OCO[C@@H]21

What are the Löwdin partial charges on each atom? They are as follows, in elementary charge units: atom 1 (C): -0.02, atom 2 (C): -0.37, atom 3 (C): -0.08, atom 4 (C): -0.10, atom 5 (O): -0.13, atom 6 (C): -0.12, atom 7 (O): -0.10, atom 8 (C): -0.22, atom 9 (H): 0.12, atom 10 (H): 0.05, atom 11 (H): 0.12, atom 12 (H): 0.01, atom 13 (H): 0.17, atom 14 (H): 0.09, atom 15 (H): 0.16, atom 16 (H): 0.14, atom 17 (H): 0.10, atom 18 (H): 0.19


*two*
# C6H10O2

One molecule with the formula C6H10O2 (ωB97M-V/def2-TZVPD, the Open Molecules 2025 dataset).

```
! RIJCOSX wB97M-V def2-TZVPD def2/J DEFGRID3
* xyz 0 1
C -1.75 0.09 -0.33
O -1.71 1.06 0.79
C -0.37 1.23 1.23
C 0.27 -0.01 0.64
C 1.70 -0.24 0.42
O 1.72 -0.86 -0.83
C 0.43 -1.25 -1.25
C -0.32 -0.01 -0.70
H -2.45 0.48 -1.05
H -2.13 -0.86 0.05
H 0.14 2.14 0.70
H -0.29 1.26 2.35
H -0.14 -0.86 1.22
H 2.23 0.78 0.36
H 2.22 -0.80 1.13
H 0.08 -2.23 -0.72
H 0.32 -1.26 -2.39
H 0.11 0.84 -1.32
*
```

M = 114.14 g mol⁻¹
HOMO-LUMO gap = 10.8 eV
SMILES string = C1OC[C@H]2COC[C@H]12

What are the Löwdin partial charges on each atom? They are as follows, in elementary charge units: atom 1 (C): -0.12, atom 2 (O): -0.13, atom 3 (C): -0.16, atom 4 (C): -0.33, atom 5 (C): -0.18, atom 6 (O): -0.12, atom 7 (C): -0.14, atom 8 (C): -0.28, atom 9 (H): 0.12, atom 10 (H): 0.13, atom 11 (H): 0.15, atom 12 (H): 0.14, atom 13 (H): 0.17, atom 14 (H): 0.15, atom 15 (H): 0.11, atom 16 (H): 0.16, atom 17 (H): 0.15, atom 18 (H): 0.19


*three*
# C6H10O2

One molecule with the formula C6H10O2 (ωB97M-V/def2-TZVPD, the Open Molecules 2025 dataset).

```
! RIJCOSX wB97M-V def2-TZVPD def2/J DEFGRID3
* xyz 0 1
C 0.85 0.47 1.16
C 0.43 -0.60 0.21
C 1.56 -1.04 -0.63
C 0.54 -0.13 -1.17
O 0.22 1.24 -1.20
C -1.03 1.18 -0.39
C -1.07 -0.25 0.36
O -1.91 -1.08 -0.31
H 0.80 0.11 2.32
H 2.10 0.72 1.05
H 0.12 1.38 1.26
H 2.56 -0.74 -0.40
H 1.40 -1.90 -1.14
H -0.31 -0.51 -1.73
H -1.13 1.99 0.33
H -1.86 1.32 -1.06
H -1.56 -0.07 1.40
H -1.71 -2.09 -0.07
*
```

M = 114.14 g mol⁻¹
HOMO-LUMO gap = 9.4 eV
SMILES string = C[C@]12C[C@@H]1OC[C@H]2O

What are the Löwdin partial charges on each atom? They are as follows, in elementary charge units: atom 1 (C): -0.09, atom 2 (C): -0.37, atom 3 (C): 0.04, atom 4 (C): -0.30, atom 5 (O): -0.06, atom 6 (C): -0.09, atom 7 (C): -0.36, atom 8 (O): -0.06, atom 9 (H): 0.12, atom 10 (H): 0.16, atom 11 (H): 0.09, atom 12 (H): 0.11, atom 13 (H): 0.08, atom 14 (H): 0.15, atom 15 (H): 0.10, atom 16 (H): 0.12, atom 17 (H): 0.17, atom 18 (H): 0.19


*two* (0.1685 hartree below the next structure)


*one*
# C6H10O2

One molecule with the formula C6H10O2 (ωB97M-V/def2-TZVPD, the Open Molecules 2025 dataset).

```
! RIJCOSX wB97M-V def2-TZVPD def2/J DEFGRID3
* xyz 0 1
C 2.66 -0.13 0.41
C 1.60 -0.01 -0.59
O 0.58 -1.04 -0.71
C -0.33 -0.53 0.40
C -1.54 0.17 0.57
C -2.76 -0.27 -0.24
C -0.53 1.06 -0.23
O 0.75 1.31 -0.13
H 2.46 -0.62 1.31
H 3.15 0.83 0.42
H 3.35 -0.96 0.05
H 1.89 0.29 -1.63
H 0.34 -0.65 1.36
H -1.60 0.28 1.60
H -2.90 -1.44 -0.14
H -2.45 0.15 -1.42
H -3.62 0.43 0.18
H -1.05 1.13 -1.23
*
```

M = 114.14 g mol⁻¹
HOMO-LUMO gap = 8.2 eV
SMILES string = C[C@H]1O[C@@H]2[C@H](C)[C@H]2O1

What are the Löwdin partial charges on each atom? They are as follows, in elementary charge units: atom 1 (C): -0.03, atom 2 (C): -0.28, atom 3 (O): -0.05, atom 4 (C): -0.13, atom 5 (C): -0.32, atom 6 (C): -0.06, atom 7 (C): -0.24, atom 8 (O): -0.09, atom 9 (H): 0.06, atom 10 (H): 0.10, atom 11 (H): 0.12, atom 12 (H): 0.16, atom 13 (H): 0.17, atom 14 (H): 0.12, atom 15 (H): 0.12, atom 16 (H): 0.14, atom 17 (H): 0.10, atom 18 (H): 0.11


*two*
# C6H10O2

C6H10O2 as an isolated structure (ωB97M-V/def2-TZVPD, the Open Molecules 2025 dataset).

```
! RIJCOSX wB97M-V def2-TZVPD def2/J DEFGRID3
* xyz 0 1
C 0.31 -1.62 0.14
C -0.83 -0.88 -0.71
C -1.08 0.71 -0.30
C -0.27 2.08 -0.60
C 0.76 0.55 0.55
C 1.29 -0.71 1.15
H 0.97 -2.23 -0.53
H -0.15 -2.38 0.76
H -1.74 -1.45 -0.45
H -0.75 -0.94 -1.82
H -2.20 0.74 -0.34
H -0.89 2.91 -0.36
H 0.13 2.23 -1.61
H 0.85 0.27 -0.50
H 0.94 -0.90 2.19
H 2.41 -0.80 1.04
O 0.84 1.93 0.42
O -0.57 0.49 0.96
*
```

M = 114.14 g mol⁻¹
HOMO-LUMO gap = 10.3 eV

What are the Löwdin partial charges on each atom? They are as follows, in elementary charge units: atom 1 (C): -0.12, atom 2 (C): -0.10, atom 3 (C): -0.24, atom 4 (C): -0.01, atom 5 (C): -0.49, atom 6 (C): -0.04, atom 7 (H): 0.11, atom 8 (H): 0.09, atom 9 (H): 0.10, atom 10 (H): 0.10, atom 11 (H): 0.15, atom 12 (H): 0.11, atom 13 (H): 0.12, atom 14 (H): 0.12, atom 15 (H): 0.12, atom 16 (H): 0.13, atom 17 (O): -0.04, atom 18 (O): -0.09


*two* (0.0940 hartree below the next structure)